[1]
The following is a DFT calculation (the ωB97M-V functional and the def2-TZVPD basis) of an isolated ion of composition C3H11N2 and charge +1 at a distorted geometry.

Total energy in a.u.: -230.12403
Lowest unoccupied orbital energy in eV: -2.88
Strongest force on any atom in eV/A: 4.43
Total charge: +1
Relative energy (zero: lowest compared OMol25 entry of this formula, charge and spin) in kcal per mole: 36.6
Gap between HOMO and LUMO in hartree: 0.4622

CARTESIAN COORDINATES (ANGSTROEM)
1 C -1.54543 -1.00213 0.10414
2 N -0.32724 -0.20602 0.31762
3 C -0.68046 1.18028 0.06068
4 C 1.09010 -0.41672 -0.48971
5 N 2.03574 0.18109 0.40135
6 H -1.88940 -0.95896 -0.92192
7 H -1.42212 -2.05096 0.21491
8 H -2.43144 -0.77515 0.64839
9 H 0.09335 -0.26562 1.28405
10 H -1.03713 1.40624 -0.90880
11 H -1.40716 1.66879 0.68691
12 H 0.16404 1.81635 0.05983
13 H 1.23643 -1.41384 -0.61791
14 H 0.78255 0.20032 -1.35390
15 H 2.43561 1.04423 0.04214
16 H 2.90256 -0.40791 0.47223

Atom charges from the Löwdin analysis, given in e for atoms 1 to 6:
1 C -0.011
2 N -0.147
3 C -0.059
4 C -0.099
5 N 0.042
6 H 0.111

[2]
The following is a DFT calculation (the ωB97M-V functional and the def2-TZVPD basis) of a 2-piece molecular cluster, C3H11N2 overall at a distorted geometry.

Total energy in a.u.: -230.08525
Lowest unoccupied orbital energy in eV: -5.02
Strongest force on any atom in eV/A: 7.32
Total charge: +1
Relative energy (zero: lowest compared OMol25 entry of this formula, charge and spin) in kcal per mole: 61.0
Gap between HOMO and LUMO in hartree: 0.3622

CARTESIAN COORDINATES (ANGSTROEM)
1 C 2.51280 1.20116 0.93521
2 C 1.77081 -0.20930 0.82846
3 H 2.39225 1.99413 0.13850
4 H 3.55212 0.93962 1.21920
5 H 2.16416 1.77840 1.75231
6 H 2.42744 -0.98315 1.40903
7 H 0.79862 -0.35076 1.30684
8 H 1.76931 -0.44455 -0.30406
9 N -0.98667 -0.34214 -1.19221
10 C -2.32473 -0.48609 -1.16413
11 N -3.20098 -0.52953 -0.18771
12 H -0.41273 -0.76865 -0.41192
13 H -0.56697 -0.05171 -2.07784
14 H -2.80008 -0.18466 -2.24850
15 H -4.02128 -0.03624 -0.25977
16 H -3.07410 -1.52652 0.25661

Atom charges from the Löwdin analysis, given in e for atoms 1 to 6:
1 C -0.154
2 C -0.179
3 H 0.080
4 H 0.072
5 H 0.032
6 H 0.099

[3]
The following is a DFT calculation (the ωB97M-V functional and the def2-TZVPD basis) of C3H11N2 as an isolated structure at a distorted geometry.

Total energy in a.u.: -230.13600
Lowest unoccupied orbital energy in eV: -3.04
Strongest force on any atom in eV/A: 2.72
Total charge: +1
Relative energy (zero: lowest compared OMol25 entry of this formula, charge and spin) in kcal per mole: 29.1
Gap between HOMO and LUMO in hartree: 0.4402

CARTESIAN COORDINATES (ANGSTROEM)
1 C 1.11851 0.69554 1.53606
2 C -0.56895 -0.50561 -1.92722
3 C -0.10557 0.61338 0.61340
4 N -1.24153 0.07551 1.09793
5 N 0.54014 -0.29038 -0.90610
6 H 2.14758 0.52104 1.10077
7 H 0.84732 -0.01944 2.38501
8 H 1.28274 1.66883 1.97772
9 H -1.51513 -0.84430 -1.42712
10 H -0.87293 0.43245 -2.46314
11 H -0.33155 -1.27015 -2.73532
12 H -0.39493 1.42068 -0.05062
13 H -2.15585 0.58644 0.86177
14 H -1.15947 -0.57214 1.83233
15 H 1.17887 0.35710 -1.40591
16 H 1.08450 -1.11168 -0.72091

Atom charges from the Löwdin analysis, given in e for atoms 1 to 6:
1 C -0.024
2 C -0.072
3 C -0.287
4 N 0.110
5 N 0.006
6 H 0.103

[4]
The following is a DFT calculation (the ωB97M-V functional and the def2-TZVPD basis) of a 2-piece molecular cluster, C3H11N2 overall at a distorted geometry.

Total energy in a.u.: -230.05465
Lowest unoccupied orbital energy in eV: -3.49
Strongest force on any atom in eV/A: 4.85
Total charge: +1
Relative energy (zero: lowest compared OMol25 entry of this formula, charge and spin) in kcal per mole: 80.2
Gap between HOMO and LUMO in hartree: 0.3381

CARTESIAN COORDINATES (ANGSTROEM)
1 C -0.03044 -1.87897 0.83275
2 N 1.07492 -1.06206 0.18064
3 H 0.39493 -2.45842 1.64613
4 H -0.42662 -2.55351 0.15881
5 H -0.72710 -1.17464 1.28314
6 H 0.88536 -0.03701 -0.16581
7 H 1.84385 -0.75539 0.83991
8 H 1.77911 -1.78535 -0.08693
9 C -1.66504 0.92991 -0.43869
10 C -0.57342 1.79422 -0.30389
11 N 0.74019 1.53473 -0.91365
12 H -1.76496 -0.15082 -0.64333
13 H -2.69960 1.39920 -0.52808
14 H -0.80254 2.59948 0.36855
15 H 0.67318 1.39212 -1.92267
16 H 1.29820 2.20651 -0.30686

Atom charges from the Löwdin analysis, given in e for atoms 1 to 6:
1 C -0.021
2 N 0.083
3 H 0.100
4 H 0.071
5 H 0.088
6 H 0.101

[5]
The following is a DFT calculation (the ωB97M-V functional and the def2-TZVPD basis) of a 2-piece molecular cluster, C3H11N2 overall at a distorted geometry.

Total energy in a.u.: -230.14358
Lowest unoccupied orbital energy in eV: -4.27
Strongest force on any atom in eV/A: 3.37
Total charge: +1
Relative energy (zero: lowest compared OMol25 entry of this formula, charge and spin) in kcal per mole: 24.3
Gap between HOMO and LUMO in hartree: 0.3843

CARTESIAN COORDINATES (ANGSTROEM)
1 C 0.22980 1.48302 1.12680
2 C 0.03277 0.21536 1.99282
3 H 0.77694 2.33420 1.59921
4 H 0.64016 1.37100 0.15970
5 H -0.72490 2.05471 1.15294
6 H 0.82422 -0.52240 1.72484
7 H -1.00673 -0.25385 1.74639
8 H 0.15277 0.48424 3.05747
9 N 0.68831 -0.36409 -2.17089
10 C -0.50425 -0.80939 -1.77899
11 N -0.72022 -1.58210 -0.74863
12 H 1.60945 -0.40735 -1.71769
13 H 0.71219 0.28606 -2.94418
14 H -1.28950 -0.33684 -2.41971
15 H -1.45165 -2.25611 -0.73206
16 H 0.03064 -1.69645 -0.04801

Atom charges from the Löwdin analysis, given in e for atoms 1 to 6:
1 C -0.181
2 C -0.173
3 H 0.080
4 H 0.012
5 H 0.077
6 H 0.049

[6]
The following is a DFT calculation (the ωB97M-V functional and the def2-TZVPD basis) of an isolated ion of composition C3H11N2 and charge +1 at a distorted geometry.

Total energy in a.u.: -230.14064
Lowest unoccupied orbital energy in eV: -3.30
Strongest force on any atom in eV/A: 3.25
Total charge: +1
Relative energy (zero: lowest compared OMol25 entry of this formula, charge and spin) in kcal per mole: 26.2
Gap between HOMO and LUMO in hartree: 0.4083

CARTESIAN COORDINATES (ANGSTROEM)
1 C -0.96439 -1.08320 -1.30249
2 N 0.22886 -1.07355 -0.35103
3 C 1.09881 0.23626 -0.13451
4 C 0.60634 0.89286 1.11447
5 N -0.87112 1.15182 1.07716
6 H -0.65735 -0.63508 -2.23280
7 H -1.24514 -2.13728 -1.45853
8 H -1.70200 -0.32784 -1.01659
9 H -0.22224 -1.28645 0.55407
10 H 0.87135 -1.87015 -0.46644
11 H 0.83665 0.83309 -1.01301
12 H 2.06026 -0.22500 -0.15871
13 H 1.21400 1.78091 1.24184
14 H 0.74497 0.28932 2.02871
15 H -0.96542 1.71300 0.23170
16 H -1.03357 1.74130 1.88617

Atom charges from the Löwdin analysis, given in e for atoms 1 to 6:
1 C 0.009
2 N 0.001
3 C -0.069
4 C -0.263
5 N 0.020
6 H 0.088

[7]
The following is a DFT calculation (the ωB97M-V functional and the def2-TZVPD basis) of a 2-piece molecular cluster, C3H11N2 overall at a distorted geometry.

Spin multiplicity: 2
Total energy in a.u.: -229.47916
Lowest unoccupied orbital energy (spin up / spin down) in eV: -12.71 / -12.90
Strongest force on any atom in eV/A: 6.39
Total charge: +2
Relative energy (zero: lowest compared OMol25 entry of this formula, charge and spin) in kcal per mole: 138.5
Gap between HOMO and LUMO (spin up / spin down) in hartree: 0.2177 / 0.2110

CARTESIAN COORDINATES (ANGSTROEM)
1 C 1.79978 0.91360 0.74367
2 C -1.16295 0.25815 0.08449
3 C -2.12772 -0.88028 0.24627
4 N -1.76825 -2.01098 -0.72538
5 N 2.71981 1.06332 -0.40608
6 H 1.50454 1.91530 1.06960
7 H 2.32247 0.42975 1.58743
8 H -1.65328 1.22217 0.25812
9 H -0.59289 0.31932 -0.86454
10 H -3.20197 -0.59596 0.14214
11 H -1.95319 -1.31020 1.25438
12 H -2.17215 -1.80917 -1.63880
13 H -0.83538 -1.61822 -0.96573
14 H 2.59091 0.25413 -0.99777
15 H 3.62522 1.51193 -0.22842
16 H 0.90504 0.33714 0.44061

Atom charges from the Löwdin analysis, given in e for atoms 1 to 6:
1 C 0.009
2 C 0.316
3 C -0.176
4 N 0.051
5 N 0.339
6 H 0.134

[8]
The following is a DFT calculation (the ωB97M-V functional and the def2-TZVPD basis) of a 2-piece molecular cluster, C3H11N2 overall at a distorted geometry.

Spin multiplicity: 2
Total energy in a.u.: -229.60793
Lowest unoccupied orbital energy (spin up / spin down) in eV: -10.06 / -14.37
Strongest force on any atom in eV/A: 3.18
Total charge: +2
Relative energy (zero: lowest compared OMol25 entry of this formula, charge and spin) in kcal per mole: 57.7
Gap between HOMO and LUMO (spin up / spin down) in hartree: 0.3751 / 0.2082

CARTESIAN COORDINATES (ANGSTROEM)
1 C -0.86916 -2.05183 0.22861
2 N -1.21261 -0.70102 0.70902
3 H -1.74464 -2.70781 0.11609
4 H -0.53942 -1.96048 -0.81861
5 H -0.14371 -2.60499 0.82277
6 H -0.98425 -0.59118 1.69881
7 H -2.21868 -0.54867 0.63785
8 H -0.54949 0.19584 -0.10682
9 C 1.71566 1.65886 0.60135
10 C 1.38419 1.30403 -0.68853
11 N 0.01625 0.90727 -0.93545
12 H 0.88062 1.67821 1.29273
13 H 2.68533 2.02200 0.92562
14 H 2.07162 1.27694 -1.52949
15 H 0.04342 0.36700 -1.80932
16 H -0.53514 1.75584 -1.14465

Atom charges from the Löwdin analysis, given in e for atoms 1 to 6:
1 C -0.066
2 N 0.025
3 H 0.115
4 H 0.087
5 H 0.106
6 H 0.142